{
  "formula": "C27H78F3FeN16O15",
  "method": "the ωB97M-V functional and the def2-TZVPD basis",
  "species": ["Fe", "C", "O", "O", "C", "F", "F", "F", "C", "C", "H", "H", "H", "H", "H", "H", "C", "O", "N", "N", "H", "H", "H", "H", "C", "O", "N", "N", "H", "H", "H", "H", "C", "O", "N", "N", "H", "H", "H", "H", "C", "O", "N", "N", "H", "H", "H", "H", "C", "O", "N", "N", "H", "H", "H", "H", "C", "O", "N", "N", "H", "H", "H", "H", "C", "O", "N", "N", "H", "H", "H", "H", "C", "O", "N", "N", "H", "H", "H", "H", "C", "C", "C", "O", "H", "H", "H", "H", "H", "H", "H", "H", "C", "C", "C", "O", "H", "H", "H", "H", "H", "H", "H", "H", "C", "C", "C", "O", "H", "H", "H", "H", "H", "H", "H", "H", "C", "C", "C", "O", "H", "H", "H", "H", "H", "H", "H", "H", "C", "C", "C", "O", "H", "H", "H", "H", "H", "H", "H", "H"],
  "coordinates": [[3.108999, -2.798023, 2.455958], [0.222177, -1.408044, 1.174333], [0.621750, -0.160962, 0.678177], [1.423296, -2.139729, 1.525458], [-0.920863, -1.217596, 2.286274], [-1.451539, -2.384859, 2.842602], [-0.475733, -0.452696, 3.308267], [-1.948599, -0.571467, 1.760565], [-0.098417, 0.474923, -0.439898], [0.426291, 1.842631, -0.658434], [1.505439, 1.790831, -0.802897], [0.012631, 2.254539, -1.578933], [0.251079, 2.513730, 0.182420], [-1.178996, 0.511706, -0.301691], [0.214911, -0.150376, -1.275913], [-0.233292, -1.893984, 0.311482], [-3.079141, 4.228514, -1.220567], [-3.231856, 3.417514, -2.133508], [-1.928654, 4.396367, -0.582144], [-4.091776, 4.870910, -0.662385], [-1.961057, 4.824017, 0.332277], [-1.214897, 3.807190, -0.986519], [-5.018368, 4.697037, -1.024725], [-4.075892, 5.487399, 0.137484], [0.905270, -4.158424, 4.733476], [1.874717, -3.770405, 4.143764], [-0.275133, -4.362512, 4.250872], [0.885439, -4.409628, 5.964029], [-1.019953, -4.664457, 4.862566], [-0.637186, -3.892327, 3.433586], [1.758318, -4.188316, 6.421404], [0.151272, -4.888583, 6.465720], [2.768148, -0.689598, 5.024166], [3.039805, -1.398785, 4.088895], [2.914976, -1.005065, 6.282987], [2.065520, 0.417259, 4.852134], [2.965582, -0.203741, 6.895710], [3.199916, -1.960327, 6.445425], [1.711809, 0.882850, 5.675674], [1.541811, 0.452597, 3.989242], [-3.789897, -3.487250, 0.080283], [-4.649449, -3.459299, -0.810543], [-2.641904, -4.114702, 0.033172], [-3.921049, -2.737944, 1.155242], [-2.331876, -4.287153, -0.912470], [-1.934929, -3.879673, 0.715129], [-3.194266, -2.699351, 1.855523], [-4.828606, -2.300067, 1.223901], [4.288350, 0.226394, 1.625718], [4.055479, -0.988484, 1.749836], [3.551263, 0.976194, 0.926707], [5.192723, 0.824409, 2.201637], [2.688549, 0.689507, 0.486659], [3.633171, 1.969065, 1.092791], [5.695569, 0.386993, 2.960528], [5.250494, 1.824713, 2.074522], [3.812358, -3.307213, -0.669853], [3.854147, -3.181043, 0.532969], [2.716310, -3.175509, -1.347751], [4.911173, -3.385653, -1.400796], [1.991385, -2.758540, -0.781441], [2.782498, -3.295553, -2.348411], [5.844406, -3.282000, -1.028738], [4.699001, -3.427205, -2.387381], [-0.629875, -4.318626, -2.563508], [-0.194968, -4.893381, -1.617081], [-1.541048, -4.789302, -3.326607], [-0.449949, -3.068963, -2.796210], [-2.164919, -4.128202, -3.766881], [-1.912302, -5.706432, -3.123789], [0.320994, -2.730815, -2.238175], [-0.964457, -2.664767, -3.565624], [2.454859, -5.960801, 1.585044], [2.440510, -4.759253, 1.910203], [2.069755, -6.461926, 0.461464], [2.885166, -6.896955, 2.400761], [2.293409, -7.425850, 0.259163], [1.693021, -5.822325, -0.223437], [3.061979, -6.732667, 3.381498], [3.187681, -7.829388, 2.157528], [-2.218142, -0.242048, -4.137094], [-1.876279, -1.135933, -5.370842], [-0.403257, -1.116953, -5.687291], [-2.073950, -2.486730, -4.975812], [-1.572668, -0.525188, -3.305651], [-3.281968, -0.292986, -3.905220], [-1.970418, 0.785051, -4.405081], [-2.470514, -0.832958, -6.232922], [-0.132095, -0.094733, -5.951188], [-0.271471, -1.813525, -6.515255], [0.156928, -1.527003, -4.846972], [-2.183279, -3.003106, -5.777681], [-0.604693, 2.720029, 4.022151], [-0.396106, 4.091498, 3.317982], [-1.687463, 4.876986, 3.219460], [0.538867, 4.927991, 3.886141], [-0.875962, 2.918683, 5.058990], [0.313733, 2.137619, 4.095598], [-1.352377, 2.209981, 3.414747], [0.024414, 4.010574, 2.315631], [-1.601967, 5.857357, 2.750788], [-2.138228, 5.030082, 4.200010], [-2.408780, 4.279316, 2.662154], [0.313787, 5.183754, 4.783655], [-1.749123, 6.429481, -4.081622], [-0.314559, 6.005604, -4.199936], [-0.211460, 4.464628, -4.034601], [0.016950, 6.358108, -5.518950], [-2.402730, 5.908380, -4.781159], [-1.823553, 7.516910, -4.089242], [-2.114054, 6.212444, -3.077717], [0.379627, 6.484174, -3.509159], [-0.712376, 4.225329, -3.096553], [0.816502, 4.103345, -4.005087], [-0.708828, 4.036714, -4.905014], [-0.813828, 6.385765, -5.999188], [-5.625146, 3.306407, 2.249606], [-6.168305, 2.232291, 1.251636], [-4.983920, 1.326556, 0.744927], [-7.041720, 1.369781, 1.907097], [-5.227834, 2.755584, 3.102145], [-6.501059, 3.907072, 2.494683], [-4.911087, 4.028501, 1.853638], [-6.649858, 2.672750, 0.378590], [-4.577335, 1.836418, -0.128478], [-5.155185, 0.283249, 0.479811], [-4.156661, 1.342989, 1.454489], [-6.612893, 0.642420, 2.363899], [5.610281, 0.634608, -2.145494], [4.595615, 0.415025, -3.251692], [3.099704, 0.456667, -2.775576], [4.769241, 1.400220, -4.282143], [5.636518, -0.295458, -1.577707], [5.461431, 1.611003, -1.684419], [6.561224, 0.810465, -2.648364], [4.808262, -0.556682, -3.697431], [2.697664, 1.432494, -2.503147], [3.122565, -0.194513, -1.901773], [2.399389, -0.102353, -3.396181], [5.705872, 1.554769, -4.425106]],
  "forces_ev_per_a": [[-3.6, 1.6, -2.0], [1.8, -0.5, -0.2], [-0.3, 1.2, 1.1], [-1.6, 0.4, 0.5], [0.9, 0.3, 0.3], [0.8, 1.3, -0.9], [0.0, -0.8, -0.2], [0.0, -0.1, -0.2], [0.2, -1.3, 0.2], [0.9, 0.5, 0.2], [0.0, 0.2, -0.1], [-0.1, 0.0, 0.0], [-0.2, 0.0, 0.0], [0.0, -0.4, 0.1], [-0.6, 0.0, -0.4], [-0.4, -0.8, 0.2], [-1.0, -2.0, -0.6], [0.3, 0.5, -0.2], [1.7, 0.2, 0.1], [-2.8, 1.3, 0.6], [0.8, -0.3, -0.2], [0.3, 0.4, 0.8], [0.3, 0.0, -0.1], [0.5, -0.1, -0.3], [-1.6, 0.3, -2.1], [3.5, 1.9, -1.8], [-4.4, -0.6, -3.3], [2.5, -1.0, 7.2], [0.2, 0.1, -0.1], [0.7, -0.5, 0.0], [-0.3, -0.6, 0.5], [0.3, 0.3, -0.1], [-2.1, 0.5, 0.1], [1.4, -2.5, -2.5], [1.2, -0.9, 1.7], [-0.5, 2.0, -0.8], [0.1, -0.9, 0.8], [0.5, 0.6, 0.7], [-0.3, 0.0, -0.5], [0.1, 0.4, 0.1], [-2.8, 1.4, -2.1], [0.9, -0.7, 0.5], [2.7, -1.9, -1.0], [-0.9, 1.3, 2.2], [0.3, -0.4, 0.4], [0.0, -0.2, -0.4], [-0.9, 0.2, 0.0], [0.4, 0.1, 0.5], [-3.6, -5.3, -0.5], [0.3, -2.1, 0.3], [-4.0, 3.7, -3.6], [6.7, 3.5, 4.6], [0.1, -0.5, 0.2], [-0.3, -0.1, -0.5], [0.1, 0.2, -0.3], [0.6, -0.3, 0.4], [1.9, 1.1, 0.1], [0.8, -0.2, 3.4], [-2.2, -0.2, -0.9], [1.0, -0.7, -1.3], [-0.6, -0.3, -0.6], [-1.0, 0.4, 0.2], [-0.3, -0.3, -0.1], [1.2, 0.0, 0.0], [-1.1, -0.1, 0.8], [2.9, -2.4, 3.4], [-4.0, -3.2, -3.1], [2.3, 4.0, 0.4], [0.0, -0.4, -0.2], [0.0, 0.2, 0.0], [-0.4, 1.0, -0.6], [0.6, 0.7, -0.1], [0.9, 0.8, 1.4], [-0.2, 0.4, -0.1], [-1.0, 0.3, -3.1], [1.7, -1.9, 3.4], [-0.5, 0.3, -0.3], [-0.1, -0.3, -0.5], [0.0, 0.6, -0.3], [-0.5, 0.2, -0.5], [0.2, -0.3, -1.5], [0.6, 0.9, 1.7], [-0.3, 0.6, -0.6], [-1.5, -0.6, -0.2], [-0.2, -0.1, 0.2], [0.2, -0.1, 0.2], [-0.1, 0.1, 0.1], [-0.2, -0.2, 0.0], [0.6, -0.2, -0.1], [0.4, 0.3, -0.2], [0.1, 0.4, 0.0], [0.0, -0.3, -0.1], [0.5, 1.3, -0.6], [-0.6, 0.2, -0.3], [-1.0, -0.7, -0.2], [2.0, 0.5, 1.1], [-0.6, -0.1, -0.1], [0.0, 0.1, -0.4], [-0.1, -0.4, 0.6], [-0.2, -0.7, -0.3], [0.4, -0.1, -0.1], [0.1, 0.0, 0.2], [-0.3, 0.0, -0.1], [-0.2, 0.0, 0.1], [-0.3, 0.5, 2.4], [-0.5, -1.4, -0.7], [0.1, 1.0, 0.1], [1.2, 0.2, -0.7], [0.1, 0.2, -0.2], [-0.1, 0.0, -0.7], [-0.3, -0.4, 0.1], [-0.2, 0.3, 0.0], [-0.1, -0.4, -0.1], [0.1, 0.1, -0.1], [-0.2, -0.3, 0.3], [0.2, 0.1, -0.3], [-1.2, -0.3, -1.0], [2.8, -1.5, 0.2], [0.5, 1.6, -0.4], [-1.9, 0.2, 0.5], [0.0, 0.3, 0.1], [0.0, -0.1, 0.6], [0.3, -0.4, -0.2], [-0.3, 0.0, 0.3], [0.2, -0.2, -0.3], [-0.7, 0.2, 0.0], [0.0, -0.1, 0.4], [0.3, 0.3, -0.2], [-0.1, 0.3, -1.2], [-0.9, 1.1, -0.8], [1.2, -1.2, 0.2], [-0.6, -0.2, 0.4], [0.2, 0.5, 0.8], [-0.4, -0.4, 0.8], [0.4, -0.6, 0.1], [-0.2, -0.4, 0.0], [0.4, 0.0, -0.3], [-0.1, 0.2, 0.7], [0.1, 0.5, -0.7], [0.1, -0.1, -0.1]],
  "lowdin_charge": [1.298, -0.283, -0.112, -0.162, -0.464, 0.067, 0.137, 0.166, -0.189, -0.059, 0.047, 0.085, 0.078, 0.129, 0.111, 0.150, -0.757, 0.010, 0.179, 0.173, 0.090, 0.063, 0.122, 0.107, -0.772, -0.001, 0.212, 0.204, 0.132, 0.095, 0.132, 0.144, -0.694, -0.021, 0.210, 0.199, 0.135, 0.129, 0.124, 0.093, -0.741, 0.024, 0.185, 0.163, 0.079, 0.088, 0.067, 0.119, -0.763, -0.052, 0.240, 0.240, 0.091, 0.140, 0.155, 0.147, -0.696, -0.043, 0.226, 0.214, 0.105, 0.134, 0.138, 0.119, -0.861, 0.032, 0.202, 0.196, 0.102, 0.140, 0.088, 0.057, -0.656, -0.064, 0.231, 0.189, 0.140, 0.105, 0.124, 0.127, -0.017, -0.448, -0.054, -0.106, 0.053, 0.091, 0.081, 0.147, 0.093, 0.089, 0.059, 0.117, -0.023, -0.519, -0.062, -0.034, 0.089, 0.037, 0.075, 0.124, 0.090, 0.091, 0.057, 0.100, -0.065, -0.488, -0.046, -0.049, 0.099, 0.093, 0.063, 0.140, 0.033, 0.070, 0.084, 0.079, -0.049, -0.458, -0.047, -0.044, 0.077, 0.079, 0.038, 0.134, 0.057, 0.070, 0.052, 0.088, -0.059, -0.465, -0.034, -0.044, 0.070, 0.087, 0.080, 0.123, 0.070, 0.043, 0.067, 0.083],
  "total_charge": 2,
  "homo_lumo_gap_ev": [8.051, 4.791],
  "e_homo_ev": [-12.6, -12.6],
  "lumo_ev": [-4.52, -7.78],
  "spin_multiplicity": 6,
  "e_tot_ev": -126347.3014
}